Entry 1:
124
Properties=species:S:1:pos:R:3 method="wB97M-V/def2-TZVPD" e_homo_ev=-8.71 orbital_gap_ha=0.328 energy_ha=-23731.6409
C 3.07 0.41 1.16
C 2.84 0.09 -0.36
O 1.49 -0.21 -0.71
C 0.61 0.90 -0.42
Si -0.92 0.96 -1.60
C -2.46 0.83 -0.42
N -3.42 1.96 -0.57
C -1.03 2.60 -2.59
C 0.35 3.29 -2.89
C 1.17 2.74 -4.12
C 2.37 1.79 -3.71
C 0.33 2.06 -5.27
C -0.83 -0.59 -2.74
C -1.89 -1.56 -2.83
C -1.86 -2.76 -3.64
C -0.61 -2.90 -4.39
C 0.35 -1.84 -4.24
N 0.30 -0.73 -3.48
H 4.18 0.41 1.32
H 2.69 1.44 1.34
H 2.56 -0.36 1.78
H 3.45 -0.78 -0.70
H 3.19 0.99 -0.94
H 0.23 0.70 0.63
H 1.15 1.88 -0.36
H -2.14 0.84 0.66
H -3.02 -0.12 -0.56
H -4.14 1.78 -1.26
H -3.86 2.17 0.33
H -1.60 3.30 -1.93
H -1.69 2.43 -3.48
H 0.12 4.37 -3.12
H 1.04 3.32 -2.02
H 1.67 3.63 -4.60
H 2.10 1.12 -2.86
H 3.17 2.48 -3.31
H 2.82 1.26 -4.58
H -0.14 2.90 -5.87
H 1.05 1.57 -5.98
H -0.42 1.32 -4.92
H -2.80 -1.37 -2.23
H -2.68 -3.50 -3.68
H -0.42 -3.78 -5.03
H 1.28 -1.95 -4.84
C 7.65 1.16 1.13
Cl 8.42 2.33 2.21
Cl 7.25 -0.32 2.01
Cl 6.20 1.85 0.40
H 8.35 0.91 0.34
C -3.33 4.37 -6.11
Cl -1.91 5.30 -5.61
Cl -2.86 3.05 -7.19
Cl -4.16 3.74 -4.69
H -4.00 5.03 -6.64
C -6.91 3.57 0.56
Cl -6.01 3.41 2.08
Cl -5.95 4.44 -0.63
Cl -7.36 1.97 -0.06
H -7.81 4.13 0.75
C 4.26 5.12 -1.24
Cl 5.85 5.53 -1.88
Cl 2.98 5.68 -2.33
Cl 4.12 3.38 -0.97
H 4.13 5.62 -0.28
C 6.80 -3.74 4.17
Cl 7.73 -2.40 4.86
Cl 5.83 -3.19 2.80
Cl 7.87 -5.06 3.68
H 6.13 -4.12 4.94
C 3.94 -6.63 2.78
Cl 3.21 -5.49 1.65
Cl 4.09 -5.91 4.39
Cl 2.98 -8.12 2.86
H 4.93 -6.88 2.43
C 6.05 -7.66 7.71
Cl 6.91 -7.86 9.24
Cl 7.06 -6.81 6.53
Cl 5.53 -9.22 7.07
H 5.16 -7.06 7.89
C -5.38 -2.63 -5.95
Cl -4.59 -1.05 -5.93
Cl -5.36 -3.35 -4.34
Cl -7.03 -2.49 -6.55
H -4.83 -3.28 -6.62
C -0.22 5.24 0.77
Cl -1.46 4.03 0.44
Cl -0.52 6.03 2.33
Cl 1.38 4.50 0.76
H -0.26 6.00 0.00
C -11.04 1.98 2.05
Cl -10.00 3.25 1.38
Cl -12.35 1.60 0.93
Cl -10.09 0.54 2.43
H -11.47 2.36 2.97
C -6.75 -1.68 0.06
Cl -5.17 -1.22 -0.58
Cl -8.04 -1.17 -1.03
Cl -6.82 -3.42 0.34
H -6.89 -1.18 1.02
C 8.58 -9.02 3.20
Cl 9.38 -7.45 3.26
Cl 8.57 -9.77 4.80
Cl 6.93 -8.86 2.57
H 9.14 -9.66 2.53
C 5.63 -4.33 10.26
Cl 4.73 -5.50 11.23
Cl 5.32 -4.59 8.53
Cl 5.20 -2.68 10.72
H 6.69 -4.47 10.44
C -4.27 -1.82 3.27
Cl -5.18 -2.32 4.70
Cl -4.86 -0.26 2.68
Cl -2.54 -1.73 3.61
H -4.42 -2.56 2.49
C 0.40 3.20 4.51
Cl -0.81 1.94 4.25
Cl 0.13 4.02 6.05
Cl 2.03 2.51 4.45
H 0.31 3.93 3.71
C -7.04 6.38 -7.41
Cl -6.16 7.76 -6.75
Cl -8.04 6.88 -8.78
Cl -5.92 5.10 -7.90
H -7.69 5.98 -6.64

Entry 2:
16
Properties=species:S:1:pos:R:3 method="wB97M-V/def2-TZVPD" e_homo_ev="-8.82 / -8.82" e_above_lowest_kj_mol=570.9 orbital_gap_ha="0.281 / 0.281" energy_ha=-325.7201
C -0.05 0.40 1.38
C 0.17 0.24 -0.02
C 0.29 1.50 -0.87
C 0.89 -1.06 -0.40
N -0.39 -1.80 -0.61
C -1.10 -0.66 -0.72
O -2.12 -0.21 -1.16
H 0.72 0.16 2.11
H -0.73 -1.00 1.69
H -0.80 1.12 1.71
H 1.21 2.04 -0.66
H -0.57 2.15 -0.68
H 0.27 1.23 -1.94
H 1.48 -1.00 -1.32
H 1.51 -1.52 0.38
H -0.77 -1.58 1.10

Entry 3:
15
Properties=species:S:1:pos:R:3 method="wB97M-V/def2-TZVPD" multiplicity=2 s2=0.753 e_homo_ev="-11.23 / -15.34" e_above_lowest_kj_mol=50.5 orbital_gap_ha="0.196 / 0.347" charge=+1 energy_ha=-2022.4548
C 0.58 -1.40 -1.17
O 0.64 -2.25 -0.30
Cu -1.56 -2.46 0.46
O -0.58 -0.81 -1.38
C -0.71 0.29 -2.31
H -1.74 0.64 -2.19
H 0.00 1.08 -2.05
H -0.54 -0.07 -3.33
O 1.67 -0.99 -2.00
C 2.95 -1.42 -1.86
C 3.69 -1.14 -0.62
H 3.45 -1.50 -2.83
H 3.08 -0.60 0.12
H 4.59 -0.54 -0.83
H 4.02 -2.09 -0.17

Entry 4:
16
Properties=species:S:1:pos:R:3 method="wB97M-V/def2-TZVPD" e_homo_ev=-9.91 e_above_lowest_kj_mol=109.3 orbital_gap_ha=0.402 smiles=COC[C@@H](C)O energy_ha=-308.8565
C 2.21 -0.84 -0.39
O 1.52 0.24 0.22
C 0.31 0.62 -0.42
C -0.82 0.47 0.61
C -2.21 0.37 -0.01
O -0.60 -0.72 1.33
H 1.52 -1.62 -0.73
H 2.81 -0.50 -1.24
H 2.88 -1.27 0.37
H 0.12 -0.03 -1.29
H 0.40 1.65 -0.77
H -0.79 1.34 1.29
H -2.93 0.12 0.78
H -2.25 -0.43 -0.76
H -2.53 1.31 -0.48
H 0.35 -0.70 1.52

Entry 5:
89
Properties=species:S:1:pos:R:3 method="wB97M-V/def2-TZVPD" e_homo_ev=-10.65 e_above_lowest_kj_mol=198.1 orbital_gap_ha=0.255 charge=+1 energy_ha=-7924.7936
W 0.81 0.99 -0.93
N 2.32 1.65 2.22
N 3.66 1.83 1.93
C 4.20 1.51 0.75
N 5.52 1.67 0.66
S 3.44 0.95 -0.66
H 1.84 2.55 2.25
H 2.22 1.16 3.09
H 4.25 2.27 2.62
H 6.08 2.04 1.41
H 5.96 1.56 -0.24
S 2.45 5.45 -0.33
C 1.85 3.98 -0.45
N 1.40 2.89 -0.48
O 0.31 1.51 -4.85
S 0.55 1.15 -3.50
O -0.16 2.06 -2.45
O 1.95 1.16 -2.94
S -0.18 -0.58 -2.80
C 3.35 -3.73 -4.14
C 2.16 -4.16 -3.59
C 1.64 -3.54 -2.46
C 2.34 -2.49 -1.87
C 3.53 -2.04 -2.44
C 4.03 -2.67 -3.57
As 1.55 -1.54 -0.37
C 2.80 -1.68 1.11
C 4.14 -1.99 0.94
C 4.97 -2.07 2.05
C 4.47 -1.84 3.33
C 3.12 -1.55 3.49
C 2.28 -1.47 2.39
C 0.22 -2.74 0.35
C -1.00 -2.27 0.83
C -1.85 -3.13 1.52
C -1.49 -4.45 1.73
C -0.27 -4.91 1.27
C 0.59 -4.06 0.59
H 3.75 -4.22 -5.02
H 1.61 -4.98 -4.04
H 0.69 -3.87 -2.06
H 4.06 -1.19 -2.03
H 4.96 -2.31 -4.01
H 4.54 -2.18 -0.04
H 6.01 -2.33 1.92
H 5.11 -1.92 4.19
H 2.71 -1.40 4.49
H 1.23 -1.27 2.52
H -1.28 -1.24 0.69
H -2.80 -2.75 1.89
H -2.16 -5.11 2.26
H 0.03 -5.94 1.44
H 1.56 -4.43 0.26
C -0.10 0.85 0.64
Ge -2.14 1.44 -0.08
C -2.44 3.34 -0.31
C -3.75 3.70 0.02
C -4.17 5.01 -0.09
C -3.28 5.99 -0.53
C -1.98 5.64 -0.86
C -1.56 4.32 -0.76
C -2.99 0.45 -1.52
C -3.36 1.19 -2.64
C -3.97 0.57 -3.72
C -4.24 -0.79 -3.68
C -3.89 -1.53 -2.55
C -3.27 -0.91 -1.48
C -2.90 0.98 1.66
C -3.84 -0.03 1.82
C -4.40 -0.28 3.07
C -4.03 0.49 4.16
C -3.10 1.51 4.01
C -2.54 1.76 2.77
H -0.38 0.92 1.69
H -4.45 2.95 0.37
H -5.19 5.28 0.16
H -3.61 7.02 -0.61
H -1.29 6.39 -1.21
H -0.56 4.07 -1.06
H -3.15 2.25 -2.69
H -4.24 1.15 -4.59
H -4.72 -1.27 -4.52
H -4.10 -2.59 -2.52
H -2.98 -1.52 -0.63
H -4.16 -0.62 0.97
H -5.14 -1.06 3.18
H -4.47 0.30 5.13
H -2.83 2.13 4.86
H -1.85 2.59 2.65

Entry 6:
36
Properties=species:S:1:pos:R:3 method="wB97M-V/def2-TZVPD" multiplicity=4 s2=3.795 e_homo_ev="-9.15 / -9.79" e_above_lowest_kj_mol=94.7 orbital_gap_ha="0.315 / 0.224" energy_ha=-1691.7268
Pd 0.45 -1.49 1.53
C 0.96 4.25 0.01
C 0.68 2.79 0.24
O -0.44 2.35 0.39
C 1.97 2.04 0.43
C 2.09 0.70 0.76
C 3.34 0.07 1.41
N 1.11 -0.24 0.35
N 0.38 -0.02 -0.72
C -0.86 -0.43 -0.61
O -1.26 -1.18 0.43
C -1.76 -0.05 -1.69
C -1.28 0.43 -2.88
C -2.22 0.68 -3.94
C -3.61 0.57 -3.67
C -4.03 0.15 -2.43
C -3.12 -0.16 -1.44
H 0.03 4.86 -0.39
H 1.32 4.86 0.86
H 1.74 4.27 -0.77
H 2.85 2.68 0.37
H 4.10 0.79 1.32
H 3.14 -0.25 2.44
H 3.63 -0.90 0.85
H -0.22 0.54 -2.97
H -1.90 0.76 -5.00
H -4.21 0.80 -4.53
H -5.12 -0.20 -2.35
H -3.46 -0.30 -0.40
F 1.19 -4.44 1.33
Sb 0.87 -4.13 3.22
F 0.45 -3.60 5.09
F -0.55 -2.89 2.71
F 1.97 -2.57 2.93
F -0.45 -5.43 3.31
F 2.23 -5.32 3.82

Entry 7:
15
Properties=species:S:1:pos:R:3 method="wB97M-V/def2-TZVPD" e_homo_ev=-9.34 e_above_lowest_kj_mol=268.8 orbital_gap_ha=0.378 smiles="C=C1N[C@@H]1C.O" energy_ha=-287.7301
C 1.17 -2.04 0.51
C 0.30 -1.11 -0.30
N -1.03 -0.79 0.28
C -0.03 0.18 0.25
C 0.31 1.39 0.66
O -1.67 2.37 -1.43
H 2.22 -1.92 0.21
H 1.09 -1.77 1.56
H 0.89 -3.09 0.39
H 0.35 -1.22 -1.39
H -1.76 -0.64 -0.42
H -0.79 2.02 -1.23
H 1.31 1.77 0.51
H -0.41 2.02 1.19
H -1.96 2.70 -0.57

Entry 8:
127
Properties=species:S:1:pos:R:3 method="wB97M-V/def2-TZVPD" e_homo_ev=-9.99 e_above_lowest_kj_mol=597.5 orbital_gap_ha=0.216 charge=+1 energy_ha=-5137.1072
C 4.21 -5.48 0.82
C 4.92 -4.26 1.11
C 4.10 -2.90 1.26
O 4.21 -2.24 2.31
O 3.27 -2.55 0.17
C 3.18 -1.11 0.01
C 4.58 -0.54 -0.58
C 5.09 0.70 0.34
C 4.91 2.11 -0.44
C 4.01 3.16 0.42
C 2.55 3.35 -0.22
S 1.21 3.42 1.11
C 1.08 1.66 1.69
C -0.40 1.20 2.10
C -0.44 -0.40 2.05
C -1.67 -0.99 1.22
C -1.71 -0.47 -0.31
F -0.47 0.07 -0.74
F -2.59 0.67 -0.26
C -2.39 -1.48 -1.33
F -3.12 -0.76 -2.30
F -3.38 -2.17 -0.58
S -1.28 -2.77 -2.10
F -0.45 -1.67 -3.01
F -2.41 -2.98 -3.32
F -2.10 -3.99 -1.27
F -0.19 -2.77 -0.86
F -0.37 -3.95 -2.83
P -0.54 4.05 0.03
O -0.28 5.53 -0.36
H 4.08 -6.25 1.66
H 3.77 -5.73 -0.21
H 6.06 -4.34 1.19
H 2.85 -0.56 0.95
H 2.40 -0.91 -0.81
H 4.39 -0.19 -1.65
H 5.38 -1.34 -0.60
H 4.55 0.70 1.35
H 6.19 0.47 0.55
H 5.93 2.60 -0.64
H 4.45 1.93 -1.46
H 3.99 2.79 1.49
H 4.61 4.13 0.43
H 2.36 2.45 -0.88
H 2.54 4.31 -0.82
H 1.84 1.47 2.52
H 1.39 1.00 0.81
H -1.22 1.72 1.52
H -0.53 1.50 3.20
H -0.55 -0.77 3.13
H 0.57 -0.83 1.69
H -2.67 -0.73 1.68
H -1.55 -2.13 1.21
H -1.68 4.04 0.90
H -0.75 3.25 -1.15
C 0.14 3.70 -5.00
C 0.87 3.52 -3.90
C 2.08 2.68 -3.91
O 2.75 2.52 -2.90
C 2.46 2.04 -5.18
C 1.73 2.22 -6.29
C 0.51 3.06 -6.28
O -0.15 3.22 -7.28
H -0.76 4.31 -5.01
H 0.60 3.99 -2.95
H 3.35 1.43 -5.17
H 1.99 1.76 -7.23
C 0.64 -6.93 -7.80
C -0.05 -6.05 -8.53
C -0.66 -4.86 -7.92
O -1.29 -4.05 -8.58
C -0.49 -4.67 -6.46
C 0.19 -5.55 -5.73
C 0.81 -6.75 -6.34
O 1.44 -7.55 -5.68
H 1.10 -7.81 -8.24
H -0.18 -6.17 -9.60
H -0.95 -3.79 -6.02
H 0.33 -5.44 -4.66
C -5.10 -1.35 4.10
C -6.39 -1.14 4.32
C -6.87 0.12 4.94
O -8.05 0.31 5.15
C -5.85 1.12 5.30
C -4.55 0.91 5.08
C -4.08 -0.35 4.46
O -2.89 -0.54 4.25
H -4.73 -2.27 3.65
H -7.15 -1.87 4.06
H -6.21 2.04 5.75
H -3.79 1.64 5.34
C -7.24 6.43 8.09
C -7.33 5.39 7.26
C -6.22 5.04 6.35
O -6.31 4.09 5.58
C -5.00 5.87 6.40
C -4.91 6.91 7.23
C -6.02 7.26 8.15
O -5.93 8.21 8.91
H -8.04 6.70 8.77
H -8.22 4.77 7.21
H -4.20 5.60 5.73
H -4.02 7.53 7.29
C -8.08 2.13 -2.50
C -7.78 2.70 -3.67
C -6.51 2.39 -4.37
O -6.24 2.92 -5.43
C -5.60 1.43 -3.73
C -5.89 0.86 -2.56
C -7.16 1.16 -1.86
O -7.43 0.64 -0.80
H -9.00 2.34 -1.97
H -8.44 3.41 -4.15
H -4.68 1.21 -4.26
H -5.23 0.15 -2.08
C 9.02 -3.50 2.97
C 10.17 -2.86 3.18
C 11.46 -3.45 2.77
O 12.51 -2.86 2.96
C 11.43 -4.77 2.11
C 10.28 -5.41 1.90
C 8.99 -4.82 2.31
O 7.94 -5.41 2.12
H 8.07 -3.08 3.27
H 10.21 -1.89 3.66
H 12.38 -5.19 1.81
H 10.24 -6.38 1.42